Below is a 12-piece molecular cluster, C22H69N9O12 overall at a distorted geometry, with properties calculated with ωB97M-V with the def2-TZVPD basis set.

Element x y z (Å)
C: 4.22 -6.17 2.05
C: 4.20 -4.69 1.53
C: 3.86 -4.45 0.04
O: 5.00 -4.89 -0.80
C: 4.61 -5.23 -2.12
N: 3.30 -3.99 2.42
H: 4.90 -6.78 1.45
H: 3.25 -6.67 2.08
H: 4.64 -6.21 3.05
H: 5.19 -4.25 1.70
H: 3.79 -3.38 -0.12
H: 2.97 -4.89 -0.41
H: 5.45 -5.62 -2.70
H: 4.21 -4.40 -2.70
H: 3.92 -6.08 -2.11
H: 3.60 -4.24 3.36
H: 2.42 -4.45 2.28
C: -1.48 -1.89 -4.80
C: -3.02 -1.84 -4.37
O: -3.09 -2.14 -3.00
H: -1.00 -0.93 -4.59
H: -1.49 -1.93 -5.89
H: -0.96 -2.72 -4.31
H: -3.57 -2.54 -5.00
H: -3.37 -0.83 -4.59
H: -3.98 -1.91 -2.72
C: -1.55 -1.77 4.05
C: -2.24 -0.89 5.07
O: -1.44 -0.91 6.17
H: -2.07 -1.70 3.10
H: -1.51 -2.82 4.35
H: -0.60 -1.27 3.87
H: -3.24 -1.25 5.31
H: -2.45 0.09 4.65
H: -1.00 -0.06 6.13
C: -5.47 -0.45 0.46
C: -6.89 -0.75 0.11
O: -6.72 -1.60 -0.99
H: -5.31 0.14 1.36
H: -5.03 0.15 -0.33
H: -4.95 -1.40 0.59
H: -7.40 0.19 -0.09
H: -7.32 -1.19 1.01
H: -7.13 -2.44 -0.78
C: -1.30 -6.45 -0.53
C: -1.33 -5.29 0.41
O: -0.97 -4.13 -0.20
H: -1.59 -7.36 -0.01
H: -0.26 -6.53 -0.85
H: -1.97 -6.45 -1.40
H: -0.76 -5.53 1.31
H: -2.37 -5.15 0.69
H: -1.65 -3.85 -0.82
C: 2.93 0.58 -5.14
C: 3.53 -0.40 -6.16
O: 3.87 0.40 -7.23
H: 2.00 1.07 -5.42
H: 3.69 1.31 -4.86
H: 2.69 0.02 -4.23
H: 2.89 -1.26 -6.38
H: 4.44 -0.86 -5.77
H: 4.32 -0.21 -7.82
C: -1.78 4.87 -3.91
C: -1.44 6.13 -3.22
O: -1.46 5.98 -1.77
H: -1.01 4.13 -3.70
H: -1.72 5.02 -4.98
H: -2.67 4.29 -3.68
H: -2.15 6.92 -3.47
H: -0.46 6.47 -3.55
H: -0.96 6.76 -1.49
C: 4.42 2.42 3.75
C: 4.03 0.94 3.77
O: 4.40 0.23 2.61
H: 5.42 2.62 3.35
H: 4.51 2.67 4.81
H: 3.62 3.05 3.37
H: 2.95 0.88 3.90
H: 4.60 0.50 4.58
H: 4.23 -0.70 2.76
C: -5.89 4.44 0.07
O: -6.74 3.87 0.72
N: -6.05 5.08 -1.04
N: -4.63 4.58 0.43
H: -7.02 5.20 -1.32
H: -5.30 5.51 -1.56
H: -3.97 5.04 -0.18
H: -4.36 4.16 1.31
C: -1.27 3.93 5.39
O: -2.25 4.36 4.84
N: -1.11 3.72 6.67
N: -0.20 3.44 4.76
H: -0.28 3.26 7.03
H: -1.96 3.81 7.21
H: 0.54 3.01 5.30
H: -0.19 3.34 3.76
C: 4.38 4.80 -0.73
O: 5.36 5.41 -1.09
N: 3.16 5.12 -0.69
N: 4.49 3.58 -0.23
H: 2.56 4.55 -0.11
H: 2.95 6.10 -0.79
H: 3.65 3.09 0.05
H: 5.45 3.34 -0.04
C: 0.15 1.08 -0.01
O: 0.47 2.07 0.65
N: 0.76 -0.02 0.16
N: -0.63 1.00 -1.00
H: 0.67 -0.92 -0.28
H: 1.33 0.06 0.99
H: -0.90 0.11 -1.39
H: -1.15 1.80 -1.34

Summary:
* lowest unoccupied orbital energy: 0.11 eV
* SMILES: COC[C@H](C)N.NC(N)=O.NC(N)=O.NC(N)=O.NC(N)=O.CCO.CCO.CCO.CCO.CCO.CCO.CCO
* E_tot: -2275.18820 Ha
* 2S+1: 1

Below is C9H17MgNOP as an isolated structure at a distorted geometry, with properties calculated with ωB97M-V with the def2-TZVPD basis set.

Element x y z (Å)
C: 0.04 -0.02 -2.50
C: -1.01 -0.90 -2.75
C: -0.79 -2.14 -2.10
C: 0.45 -2.12 -1.39
C: 1.07 -0.89 -1.53
Mg: 1.41 2.63 -0.17
P: -0.23 3.78 -1.61
H: 0.21 1.00 -2.85
H: -1.88 -0.67 -3.37
H: -1.45 -3.00 -2.15
H: 2.04 -0.55 -1.17
H: 0.86 -2.96 -0.83
H: -1.64 3.52 -1.45
H: -0.13 3.66 -3.04
H: -0.25 5.21 -1.51
C: -0.52 -1.61 2.48
N: 0.44 -0.55 2.17
C: 1.82 -0.71 2.62
C: 0.15 0.45 1.35
C: -1.22 0.61 0.81
O: 1.13 1.23 1.02
H: -0.07 -2.25 3.25
H: -0.76 -2.22 1.60
H: -1.45 -1.18 2.88
H: 2.49 -0.93 1.78
H: 2.16 0.20 3.12
H: 1.83 -1.54 3.33
H: -1.32 1.57 0.29
H: -1.44 -0.20 0.10
H: -1.94 0.57 1.63

Summary:
* lowest unoccupied orbital energy (alpha / beta): 2.76 / 2.76 eV
* net charge: -1
* E_tot: -1024.45280 Ha
* 2S+1: 1

Below is a 12-piece molecular cluster, C32H83NO15S13 overall at a distorted geometry, with properties calculated with ωB97M-V with the def2-TZVPD basis set.

Element x y z (Å)
O: -3.38 -1.20 4.97
C: -2.40 -0.65 4.79
O: -1.42 -1.11 3.95
C: -1.69 -0.61 2.64
O: -2.19 -1.62 1.82
C: -0.52 0.14 2.03
C: -0.90 1.06 0.88
C: -1.52 2.42 1.31
S: -2.83 2.91 0.10
C: -4.23 3.65 0.97
S: -4.43 5.26 0.80
N: -5.18 2.94 1.73
C: -6.50 2.86 1.12
C: -6.74 1.48 0.43
O: -5.53 0.91 -0.02
C: -4.80 0.52 1.12
C: -4.71 1.65 2.20
H: -2.20 0.31 5.30
H: -2.50 0.13 2.76
H: -2.14 -1.27 0.92
H: 0.16 -0.62 1.62
H: 0.08 0.65 2.79
H: -1.55 0.56 0.16
H: 0.00 1.31 0.32
H: -1.84 2.46 2.35
H: -0.73 3.16 1.21
H: -7.24 2.90 1.93
H: -6.73 3.70 0.48
H: -7.49 1.60 -0.34
H: -7.13 0.81 1.22
H: -3.79 0.35 0.77
H: -5.15 -0.44 1.54
H: -3.72 1.71 2.65
H: -5.37 1.35 3.02
C: 1.58 0.36 -3.56
S: 0.10 -0.55 -3.12
O: -0.63 0.27 -2.10
C: 0.95 -1.86 -2.24
H: 1.28 1.26 -4.10
H: 2.13 0.63 -2.66
H: 2.20 -0.26 -4.21
H: 1.55 -1.44 -1.42
H: 1.60 -2.40 -2.93
H: 0.21 -2.54 -1.83
C: -3.74 -2.50 -5.37
S: -3.39 -0.96 -6.22
O: -1.91 -0.81 -6.28
C: -3.99 0.11 -4.91
H: -3.41 -3.32 -6.01
H: -3.21 -2.53 -4.42
H: -4.82 -2.59 -5.21
H: -3.44 -0.09 -3.99
H: -5.06 -0.06 -4.76
H: -3.83 1.15 -5.21
C: -8.82 -2.26 -5.96
S: -8.47 -0.71 -6.80
O: -6.99 -0.57 -6.86
C: -9.06 0.35 -5.48
H: -8.48 -3.08 -6.59
H: -8.28 -2.29 -5.01
H: -9.89 -2.35 -5.79
H: -8.50 0.15 -4.57
H: -10.13 0.18 -5.33
H: -8.90 1.39 -5.79
C: -7.16 -2.86 8.33
S: -7.48 -1.25 7.59
O: -8.44 -1.46 6.47
C: -5.84 -1.08 6.87
H: -8.07 -3.20 8.82
H: -6.86 -3.57 7.54
H: -6.36 -2.76 9.07
H: -5.65 -1.93 6.20
H: -5.09 -1.06 7.66
H: -5.80 -0.16 6.30
C: 5.69 -2.14 -5.15
S: 4.22 -3.09 -4.73
O: 3.47 -2.29 -3.71
C: 5.08 -4.40 -3.84
H: 5.38 -1.25 -5.68
H: 6.22 -1.86 -4.24
H: 6.34 -2.74 -5.79
H: 5.65 -3.97 -3.01
H: 5.74 -4.93 -4.52
H: 4.33 -5.09 -3.44
C: 3.11 -2.83 4.28
S: 2.42 -1.23 3.84
O: 3.28 -0.65 2.77
C: 2.86 -0.41 5.38
H: 2.99 -3.50 3.43
H: 4.18 -2.72 4.51
H: 2.58 -3.23 5.15
H: 3.93 -0.46 5.54
H: 2.33 -0.89 6.21
H: 2.55 0.63 5.31
C: 6.84 2.57 -3.72
S: 5.88 1.12 -4.16
O: 6.55 0.47 -5.32
C: 4.46 2.01 -4.80
H: 7.80 2.24 -3.33
H: 7.00 3.19 -4.60
H: 6.31 3.13 -2.95
H: 4.77 2.66 -5.61
H: 4.01 2.60 -4.00
H: 3.73 1.29 -5.17
C: 9.76 6.26 -0.70
S: 9.07 4.72 -1.31
O: 8.02 5.06 -2.31
C: 8.23 4.26 0.21
H: 10.30 6.74 -1.51
H: 8.95 6.92 -0.36
H: 10.44 6.05 0.12
H: 7.53 5.05 0.49
H: 8.97 4.12 1.00
H: 7.70 3.33 0.04
C: -4.09 -4.92 5.61
S: -5.50 -5.95 6.02
O: -6.21 -5.29 7.16
C: -4.54 -7.31 6.71
H: -4.46 -3.98 5.19
H: -3.50 -4.71 6.50
H: -3.48 -5.42 4.86
H: -3.93 -6.95 7.53
H: -3.92 -7.74 5.93
H: -5.24 -8.06 7.07
C: 2.50 6.25 -0.08
S: 1.54 4.79 -0.52
O: 0.90 4.29 0.73
C: 2.95 3.73 -0.85
H: 1.80 7.04 0.21
H: 3.16 6.02 0.75
H: 3.08 6.57 -0.95
H: 3.58 3.66 0.03
H: 3.52 4.14 -1.69
H: 2.58 2.74 -1.11
C: 7.86 -0.56 -1.94
S: 8.14 -0.34 -0.18
O: 8.66 1.04 0.01
C: 9.55 -1.45 -0.07
H: 7.04 0.09 -2.23
H: 8.76 -0.28 -2.50
H: 7.59 -1.60 -2.14
H: 10.34 -1.12 -0.75
H: 9.23 -2.47 -0.33
H: 9.92 -1.44 0.95

Summary:
* lowest unoccupied orbital energy: 0.24 eV
* E_tot: -7628.40190 Ha
* 2S+1: 1

Below is a 2-piece molecular cluster, C4H11INO overall at a distorted geometry, with properties calculated with ωB97M-V with the def2-TZVPD basis set.

Element x y z (Å)
C: 1.54 -0.71 -0.94
C: -0.41 2.20 0.61
C: 0.15 -1.11 -0.45
C: -0.20 -0.66 0.94
N: -0.86 -0.75 -1.39
O: -1.46 -0.68 1.22
I: 1.22 -0.57 2.46
H: 1.71 -1.11 -1.93
H: 1.61 0.38 -0.99
H: 2.31 -1.09 -0.29
H: 0.55 2.60 0.92
H: -0.26 1.26 0.09
H: -0.87 2.90 -0.08
H: 0.17 -2.22 -0.25
H: -1.06 2.08 1.47
H: -1.80 -1.07 -1.18
H: -0.61 -0.92 -2.35
H: -1.72 -0.53 2.15

Summary:
* lowest unoccupied orbital energy: -5.55 eV
* net charge: +1
* E_tot: -586.38757 Ha
* 2S+1: 1

Below is a 2-piece molecular cluster, C4H4BrNO overall at a distorted geometry, with properties calculated with ωB97M-V with the def2-TZVPD basis set.

Element x y z (Å)
C: 0.06 -1.12 -0.47
C: 2.04 -0.54 0.14
C: -0.08 0.16 0.20
C: -1.33 0.79 0.58
N: 1.37 -1.45 -0.44
O: 1.19 0.53 0.57
Br: -2.85 0.04 -0.32
H: -0.62 -1.73 -1.00
H: 3.12 -0.71 0.22
H: -1.55 2.53 -0.82
H: -1.34 1.49 1.33

Summary:
* lowest unoccupied orbital energy (alpha / beta): 0.62 / -1.63 eV
* ⟨S²⟩: 2.041
* E_tot: -2858.62693 Ha
* 2S+1: 3

Below is C3H7NO in the gas phase at a distorted geometry, with properties calculated with ωB97M-V with the def2-TZVPD basis set.

Element x y z (Å)
C: -1.39 0.66 0.69
C: -0.19 0.51 -0.29
C: 0.77 -0.54 0.18
N: 1.51 -1.23 -0.77
O: 1.01 -0.75 1.36
H: -1.22 0.14 1.62
H: -1.55 1.73 0.88
H: -2.34 0.33 0.26
H: 0.21 1.49 -0.52
H: -0.69 0.19 -1.21
H: 1.53 -0.90 -1.72
H: 2.37 -1.63 -0.48

Summary:
* lowest unoccupied orbital energy: 0.93 eV
* SMILES: CCC(N)=O
* E_tot: -248.51383 Ha
* 2S+1: 1

Below is C6H8OS in the gas phase at a distorted geometry, with properties calculated with ωB97M-V with the def2-TZVPD basis set.

Element x y z (Å)
C: -1.37 -0.09 -0.08
C: -0.45 0.99 -0.54
C: 0.66 0.31 -1.39
C: 0.66 -1.40 0.35
C: -0.41 -0.49 1.01
C: 0.10 0.99 0.94
H: -0.87 1.91 -0.95
H: 1.57 0.94 -1.39
H: 0.30 0.16 -2.43
H: 0.43 -2.49 0.42
H: 1.62 -1.24 0.86
H: -0.86 -0.99 1.86
H: 1.20 1.25 1.15
H: -0.47 1.67 1.59
O: 0.82 -1.08 -1.01
S: -2.94 -0.45 -0.41

Summary:
* lowest unoccupied orbital energy: -0.01 eV
* SMILES: S=C1[C@@H]2COC[C@H]1C2
* E_tot: -706.77556 Ha
* 2S+1: 1

Below is C45H45N4O10P2ReSi2 as an isolated structure at a distorted geometry, with properties calculated with ωB97M-V with the def2-TZVPD basis set.

Element x y z (Å)
Re: -0.27 0.24 -0.01
C: -0.11 -0.63 -4.48
Si: 0.25 -1.58 -2.93
C: 1.56 -2.87 -3.30
C: -1.25 -2.48 -2.35
N: 0.76 -0.51 -1.64
P: 2.22 0.10 -1.19
C: 2.15 0.30 0.48
P: 1.73 -1.01 1.45
N: 0.18 -1.45 1.06
Si: -0.96 -2.31 2.12
C: -1.29 -1.55 3.78
C: -2.56 -2.50 1.19
C: -0.25 -4.01 2.48
C: 2.75 -2.51 1.40
C: 2.37 -3.53 0.53
C: 3.19 -4.64 0.34
C: 4.40 -4.72 1.02
C: 4.80 -3.70 1.88
C: 3.97 -2.60 2.06
C: 1.80 -0.44 3.18
C: 2.06 -1.31 4.24
C: 2.04 -0.84 5.55
C: 1.74 0.49 5.80
C: 1.47 1.36 4.75
C: 1.50 0.90 3.44
C: 2.43 1.77 -1.90
C: 3.48 2.56 -1.43
C: 3.64 3.85 -1.90
C: 2.76 4.36 -2.86
C: 1.73 3.57 -3.34
C: 1.56 2.28 -2.85
C: 3.64 -0.70 -2.01
C: 3.93 -0.39 -3.35
C: 5.04 -0.94 -3.98
C: 5.88 -1.79 -3.28
C: 5.62 -2.09 -1.95
C: 4.51 -1.54 -1.32
H: -0.40 -1.31 -5.28
H: -0.93 0.07 -4.30
H: 0.77 -0.06 -4.82
H: 1.07 -3.75 -3.74
H: 2.31 -2.51 -4.02
H: 2.09 -3.18 -2.40
H: -1.55 -3.23 -3.10
H: -1.06 -3.00 -1.41
H: -2.08 -1.79 -2.21
H: -1.50 -0.48 3.72
H: -2.18 -2.05 4.20
H: -0.46 -1.69 4.47
H: -3.35 -1.91 1.67
H: -2.48 -2.17 0.16
H: -2.89 -3.55 1.19
H: 0.72 -3.95 2.98
H: -0.94 -4.53 3.16
H: -0.13 -4.62 1.58
H: 1.43 -3.44 -0.01
H: 2.89 -5.42 -0.34
H: 5.04 -5.59 0.88
H: 5.75 -3.76 2.39
H: 4.29 -1.79 2.71
H: 2.26 -2.35 4.06
H: 2.24 -1.52 6.37
H: 1.72 0.86 6.82
H: 1.22 2.39 4.94
H: 1.30 1.57 2.62
H: 4.15 2.16 -0.68
H: 4.44 4.47 -1.52
H: 2.88 5.37 -3.22
H: 1.04 3.97 -4.08
H: 0.72 1.67 -3.19
H: 3.28 0.29 -3.89
H: 5.25 -0.69 -5.01
H: 6.75 -2.21 -3.77
H: 6.28 -2.75 -1.40
H: 4.32 -1.76 -0.28
O: -2.67 1.59 3.14
C: -2.41 1.18 2.03
O: -1.17 0.92 1.67
C: -3.53 0.92 1.06
C: -4.79 1.20 1.54
C: -5.91 1.05 0.73
C: -5.77 0.66 -0.57
C: -4.52 0.37 -1.07
C: -3.34 0.45 -0.26
O: -2.20 0.09 -0.75
N: -4.49 0.02 -2.51
O: -5.53 0.16 -3.15
O: -3.47 -0.42 -3.00
N: -7.24 1.33 1.27
O: -8.20 1.20 0.53
O: -7.32 1.68 2.44
H: -4.89 1.55 2.56
H: -6.64 0.58 -1.21
O: 1.58 3.67 1.04
C: 0.79 4.68 0.63
C: 1.20 5.97 0.96
C: 0.46 7.07 0.57
C: -0.72 6.91 -0.15
C: -1.15 5.63 -0.45
C: -0.42 4.50 -0.08
C: -1.00 3.16 -0.38
O: -2.18 3.01 -0.57
O: -0.07 2.19 -0.44
H: 1.26 2.83 0.67
H: 2.11 6.08 1.53
H: 0.79 8.06 0.85
H: -1.30 7.77 -0.47
H: -2.08 5.46 -0.99

Summary:
* lowest unoccupied orbital energy (alpha / beta): 1.67 / 1.84 eV
* net charge: -1
* ⟨S²⟩: 0.757
* E_tot: -4053.35219 Ha
* 2S+1: 2

Below is C4H6NPS as an isolated structure at a distorted geometry, with properties calculated with ωB97M-V with the def2-TZVPD basis set.

Element x y z (Å)
C: 1.12 -0.18 -0.86
C: -0.07 -1.02 -0.70
C: 1.42 1.12 -0.74
C: -0.79 -1.30 0.64
N: -1.75 1.20 0.04
P: -0.20 1.90 -0.01
S: -1.80 -0.27 -0.54
H: 1.82 -0.73 -1.48
H: -0.08 -1.84 -1.43
H: -1.05 -2.37 0.89
H: -0.41 -0.49 1.41
H: -0.02 2.48 1.26
H: -0.50 3.21 -0.66

Summary:
* lowest unoccupied orbital energy: 0.55 eV
* E_tot: -950.10406 Ha
* 2S+1: 1

Below is C5H8O2Sr as an isolated structure at a distorted geometry, with properties calculated with ωB97M-V with the def2-TZVPD basis set.

Element x y z (Å)
O: -1.56 0.52 -0.38
Sr: -1.00 2.91 -0.43
C: -0.15 0.42 -0.28
O: 0.33 -0.69 -0.27
C: -2.43 -0.63 -0.32
C: -3.86 -0.16 -0.39
H: -2.17 -1.29 -1.16
H: -2.22 -1.17 0.62
H: -4.04 0.40 -1.32
H: -4.53 -1.02 -0.36
H: -4.10 0.50 0.46
C: 4.59 -0.04 0.44
C: 5.73 0.35 0.70
H: 5.18 -0.45 1.53
H: 3.49 -0.36 0.25
H: 6.73 0.71 0.90

Summary:
* lowest unoccupied orbital energy (alpha / beta): -5.12 / -5.07 eV
* net charge: +1
* ⟨S²⟩: 0.751
* E_tot: -376.01402 Ha
* 2S+1: 2

Below is C6H11N in the gas phase at a distorted geometry, with properties calculated with ωB97M-V with the def2-TZVPD basis set.

Element x y z (Å)
C: 0.88 1.11 -0.89
C: 0.44 -0.22 -0.31
C: 0.81 -1.35 -0.93
N: 2.16 -1.51 -1.39
C: -0.25 -0.12 1.02
C: -1.57 0.66 0.73
C: -2.40 1.24 1.61
H: 1.14 0.91 -1.93
H: 1.57 1.59 -0.17
H: 0.00 1.72 -1.12
H: 0.14 -2.24 -1.11
H: 2.90 -1.42 -0.72
H: 2.13 -2.46 -1.74
H: -0.43 -1.11 1.43
H: 0.31 0.43 1.78
H: -2.09 0.28 -0.14
H: -3.35 1.64 1.26
H: -2.40 0.85 2.62

Summary:
* lowest unoccupied orbital energy: 0.99 eV
* SMILES: C=CC/C(C)=C/N
* E_tot: -289.83244 Ha
* 2S+1: 1

> Among the records above, which one has the highest E_tot?

C3H7NO

> The highest E_tot belongs to which entry?

C3H7NO